Entry 1:
{"formula": "C2H11N3O2", "method": "ωB97M-V/def2-TZVPD", "species": ["C", "N", "C", "N", "N", "H", "H", "H", "H", "H", "H", "H", "H", "H", "O", "H", "H", "O"], "xyz": [[0.4137, 1.0875, -0.4645], [-0.2903, 0.0644, 0.3203], [0.3341, -1.0368, 0.8666], [-0.5586, -1.7135, 1.7111], [1.6055, -1.2240, 0.8313], [0.5832, 2.0292, 0.0511], [1.4329, 0.7566, -0.6680], [-0.1138, 1.2097, -1.4019], [-1.2364, -0.0109, -0.0236], [-1.3524, -1.1762, 2.0096], [-0.0894, -2.1780, 2.4826], [1.8733, -1.8367, 1.5892], [-3.0409, 2.8104, -0.6824], [-1.8101, 3.5142, -0.6528], [-2.1181, 2.6107, -0.4113], [1.5198, -1.1220, -1.2277], [1.2717, -2.3384, -2.1870], [1.5757, -1.4463, -2.1425]], "nbo_charge": [-0.468, -0.631, 0.563, -0.864, -0.837, 0.199, 0.187, 0.219, 0.398, 0.379, 0.366, 0.330, 0.299, 0.342, -1.459, 0.498, 0.458, -0.979], "de_lowest_ev": 0.592, "s2": 0.75, "multiplicity": 2, "e_homo_ev": [0.840, -6.067], "e_lumo_ha": [0.125, 0.121], "gap_ev": [2.557, 9.350], "charge": -1}

Entry 2:
{"formula": "C3H10N2O", "method": "ωB97M-V/def2-TZVPD", "species": ["C", "C", "C", "N", "N", "O", "H", "H", "H", "H", "H", "H", "H", "H", "H", "H"], "xyz": [[0.5293, -1.8648, 0.0637], [-1.3308, -0.5062, 0.9264], [0.1627, -0.5219, 0.8155], [0.5666, 1.9556, -0.7394], [-0.1309, 1.0736, -1.5695], [0.8073, 0.4492, 1.1839], [-0.3506, -2.1894, -0.5580], [1.3504, -1.5728, -0.7044], [0.8109, -2.4638, 0.8411], [-1.7303, -0.9882, 1.7356], [-1.7762, 0.4917, 1.1120], [-1.9019, -1.0007, 0.2259], [0.3541, 2.9240, -0.9175], [1.5837, 1.9592, -0.9842], [0.5177, 0.3297, -1.7346], [0.5380, 1.9246, 0.3032]], "nbo_charge": [-0.709, -0.733, 0.647, -0.512, -0.855, -0.625, 0.237, 0.227, 0.225, 0.229, 0.226, 0.229, 0.372, 0.371, 0.282, 0.390], "de_lowest_ev": 4.767, "e_homo_ev": -7.155, "e_lumo_ha": 0.028, "gap_ev": 7.920}

Entry 3:
{"formula": "C3H11NO", "method": "ωB97M-V/def2-TZVPD", "species": ["C", "C", "N", "H", "H", "H", "H", "H", "H", "H", "C", "O", "H", "H", "H", "H"], "xyz": [[1.8486, -1.5625, -1.3939], [1.1179, -0.4764, -0.5902], [2.0531, 0.3374, 0.1377], [1.3597, -2.5293, -1.3074], [2.8593, -1.6633, -1.0029], [1.9886, -1.2526, -2.4339], [0.3800, -1.0153, 0.0167], [0.5096, 0.0849, -1.3085], [2.7987, 0.6173, -0.4885], [1.6268, 1.1783, 0.5000], [-1.8385, 0.7868, 1.2329], [-3.1369, 0.8972, 0.6514], [-1.9254, 1.1457, 2.2481], [-1.1456, 1.5039, 0.7696], [-1.4552, -0.2323, 1.1841], [-3.2293, 0.2451, -0.0516]], "nbo_charge": [-0.620, -0.216, -0.831, 0.214, 0.211, 0.203, 0.176, 0.155, 0.352, 0.357, -0.246, -0.725, 0.181, 0.156, 0.170, 0.465], "de_lowest_ev": 1.158, "e_homo_ev": -9.361, "smiles": "CCN.CO", "e_lumo_ha": 0.032, "gap_ev": 10.227}

Entry 4:
{"formula": "C12H17Cl17NO2P", "method": "ωB97M-V/def2-TZVPD", "species": ["C", "C", "C", "Cl", "C", "C", "N", "C", "O", "C", "P", "O", "Cl", "H", "H", "H", "H", "H", "H", "H", "H", "H", "H", "H", "H", "Cl", "C", "Cl", "Cl", "H", "Cl", "C", "Cl", "Cl", "H", "Cl", "C", "Cl", "Cl", "H", "Cl", "C", "Cl", "Cl", "H", "Cl", "C", "Cl", "Cl", "H"], "xyz": [[1.8200, 0.9267, 3.2153], [3.1698, 0.3798, 2.4297], [4.1206, 1.6170, 1.8582], [4.3088, 2.9953, 3.0803], [3.6085, 2.0605, 0.3699], [2.0724, 1.6445, -0.1182], [2.1293, 2.1698, -1.5683], [3.0808, 3.3808, -1.6655], [3.2047, 4.1354, -2.7914], [3.9072, 3.5530, -0.2213], [3.0667, 5.0989, 0.5038], [4.3269, 5.8849, 1.4754], [1.4856, 4.6554, 1.8442], [1.5388, 1.9564, 2.7149], [1.9980, 1.1343, 4.3672], [0.9446, 0.1805, 2.9948], [3.8205, -0.1702, 3.2398], [2.9298, -0.3971, 1.5749], [5.1991, 1.1291, 1.7099], [4.2972, 1.3853, -0.3339], [1.9557, 0.4781, -0.1675], [1.2184, 2.0959, 0.5452], [2.4159, 1.3310, -2.1434], [5.0300, 3.8388, -0.3855], [5.2140, 5.6032, 1.0765], [-3.0205, 5.6177, -0.5998], [-2.0687, 4.4862, 0.3766], [-3.0139, 3.0328, 0.7426], [-0.5654, 4.0569, -0.4573], [-1.8118, 4.9764, 1.3192], [0.7982, -1.8855, -0.9991], [-0.6354, -1.3165, -1.8712], [-2.0379, -2.3303, -1.4910], [-0.9692, 0.3791, -1.4801], [-0.4379, -1.3901, -2.9437], [-4.4877, -4.5712, -1.2143], [-4.1615, -6.1762, -1.8905], [-4.7230, -6.2701, -3.5684], [-2.4332, -6.5537, -1.7908], [-4.7101, -6.9159, -1.3018], [-1.3992, -9.7573, -4.4589], [-3.1164, -9.5327, -4.8336], [-3.5536, -10.4201, -6.3036], [-4.1234, -10.0514, -3.4712], [-3.2945, -8.4685, -5.0079], [-5.3063, 2.9054, 3.8707], [-5.3564, 1.1534, 3.6111], [-7.0200, 0.5547, 3.7275], [-4.6541, 0.7372, 2.0385], [-4.7619, 0.6724, 4.3920]], "nbo_charge": [-0.652, -0.428, -0.188, -0.067, -0.245, -0.260, -0.681, 0.681, -0.545, -0.677, 1.126, -0.963, -0.323, 0.220, 0.235, 0.223, 0.223, 0.220, 0.228, 0.219, 0.229, 0.239, 0.405, 0.281, 0.485, 0.016, -0.282, 0.012, 0.018, 0.231, 0.000, -0.284, 0.023, 0.032, 0.233, 0.021, -0.280, 0.010, 0.021, 0.235, 0.017, -0.282, 0.018, 0.011, 0.235, 0.020, -0.280, 0.019, 0.020, 0.231], "e_homo_ev": -8.967, "smiles": "CC[C@H](Cl)[C@H]1CNC(=O)[C@H]1P(O)Cl.ClC(Cl)Cl.ClC(Cl)Cl.ClC(Cl)Cl.ClC(Cl)Cl.ClC(Cl)Cl", "e_lumo_ha": -0.004, "gap_ev": 8.862}

Entry 5:
{"formula": "C3H2O2Rh", "method": "ωB97M-V/def2-TZVPD", "species": ["O", "C", "C", "O", "C", "Rh", "H", "H"], "xyz": [[-0.2789, 0.9421, 0.5988], [0.7119, 0.2228, 0.1572], [-1.4389, -0.3049, 0.0447], [1.8743, 0.5190, -0.0060], [-0.2339, -0.8815, 0.4763], [3.3587, 0.2279, -1.0114], [-1.7153, -0.4158, -1.0103], [-2.2778, -0.3097, 0.7507]], "nbo_charge": [-0.176, 0.732, -0.076, -0.609, 0.617, 1.784, 0.360, 0.369], "de_lowest_ev": 1.254, "s2": 6.01, "multiplicity": 5, "e_homo_ev": [-26.988, -28.018], "e_lumo_ha": [-0.641, -0.695], "gap_ev": [9.533, 9.111], "charge": 3}

Entry 6:
{"formula": "C3H2O", "method": "ωB97M-V/def2-TZVPD", "species": ["C", "C", "C", "O", "H", "H"], "xyz": [[1.3237, -0.5691, 0.1942], [0.3071, -0.3170, -0.4053], [-0.9708, 0.3571, -0.2770], [-1.0524, 1.5586, -0.2200], [2.2004, -0.7083, 0.7723], [-1.8079, -0.3213, -0.0642]], "nbo_charge": [-0.112, -0.149, 0.366, -0.480, 0.238, 0.137], "de_lowest_ev": 0.395, "e_homo_ev": -10.592, "smiles": "C#CC=O", "e_lumo_ha": 0.004, "gap_ev": 10.692}

no.,largest force on an atom (eV/A)
1,2.54
2,5.27
3,1.67
4,9.18
5,5.84
6,1.07